1.
# C7H17Br6N5O10

A molecular structure, C7H17Br6N5O10 in a non-equilibrium geometry (wB97M-V/def2-TZVPD, OMol25).

```
45
C7H17Br6N5O10 wB97M-V/def2-TZVPD
C 2.8793 -1.5797 -2.4547
N 4.2959 -1.9684 -2.5711
O 4.6245 -3.0973 -2.1264
O 5.0180 -1.2726 -3.2375
H 2.9432 -0.5053 -2.2825
H 2.4907 -2.2130 -1.6572
H 2.2988 -1.7721 -3.3570
C -2.6885 0.3667 4.0784
N -2.8193 1.5820 3.2334
O -2.7782 2.7223 3.7632
O -2.8359 1.3376 2.0165
H -1.6177 0.1644 4.0998
H -3.2829 -0.4453 3.6593
H -2.9386 0.6956 5.0870
C -0.8024 -5.2446 -1.2594
N -0.3913 -5.2774 0.1856
O -0.7783 -6.2610 0.8875
O 0.1945 -4.3420 0.6648
H -0.2363 -4.4584 -1.7590
H -1.8820 -5.1450 -1.3716
H -0.4357 -6.1993 -1.6364
C 2.4785 3.1121 -1.8209
N 3.7326 2.5394 -2.3534
O 4.8108 3.0356 -1.9997
O 3.6233 1.6169 -3.2100
H 2.7264 3.1098 -0.7595
H 1.5831 2.5433 -2.0715
H 2.3856 4.1224 -2.2193
C 2.6892 1.6687 2.6666
N 1.3801 1.2454 2.0396
O 1.2835 1.5033 0.8340
O 0.5432 0.7038 2.8170
H 2.8805 2.7005 2.3717
H 3.4801 0.9907 2.3458
H 2.4952 1.6310 3.7385
C -5.9598 2.4709 -0.3277
Br -5.6766 3.7875 1.0907
Br -5.3295 3.1270 -2.0855
Br -7.9023 2.0263 -0.5511
H -5.4176 1.5438 -0.1417
C -1.3717 -0.1187 -0.7098
Br -0.3770 -1.6713 -1.4139
Br -3.3408 -0.4137 -0.9706
Br -0.7775 1.5563 -1.5792
H -1.1973 0.0818 0.3473
```

Results
Relative energy (zero: lowest compared OMol25 entry of this formula, charge and spin)   0.2193 eV
E   -16746.631277 hartree
LUMO level   -0.966 eV


2.
# C7H17ClSi

C7H17ClSi in the gas phase in a non-equilibrium geometry (wB97M-V/def2-TZVPD, OMol25).

```
26
C7H17ClSi wB97M-V/def2-TZVPD
C -2.3732 0.4880 -1.1540
C -1.4630 1.4861 -0.4706
Si 0.3406 0.8839 -0.2801
C 0.8685 0.3407 -2.3074
Cl 0.0179 1.1892 -3.5662
C 0.6057 -0.4411 1.0876
C 0.0277 -0.1543 2.4694
C 0.0141 -1.6785 0.4353
C 2.1727 -0.5314 1.1130
H -2.1732 -0.4728 -0.5594
H -3.4751 0.7641 -1.3616
H -2.0877 0.2926 -2.1808
H -1.9191 1.8531 0.4411
H -1.4442 2.3485 -1.1056
H 1.1014 2.0294 -0.0362
H 1.9106 0.2889 -2.4631
H 0.7474 -0.7756 -2.4922
H -0.7487 -0.8642 2.7033
H 0.7927 -0.3436 3.1921
H -0.3366 0.8827 2.4757
H 0.4886 -1.7501 -0.6442
H -1.0222 -1.6897 0.2262
H 0.3191 -2.6001 0.9513
H 2.5665 -0.3696 0.1322
H 2.5637 0.2868 1.8147
H 2.5060 -1.4632 1.5795
```

Results
Relative energy (zero: lowest compared OMol25 entry of this formula, charge and spin)   1.4962 eV
E   -1026.533925 hartree
LUMO level   0.776 eV


3.
# C7H17FInNO3

A molecular structure, C7H17FInNO3 in a non-equilibrium geometry (wB97M-V/def2-TZVPD, OMol25).

```
30
C7H17FInNO3 wB97M-V/def2-TZVPD
In 0.2506 -2.5403 -2.3838
F 0.2058 -0.4874 -1.4122
C 1.6556 1.8181 -0.7297
O 2.0861 0.8017 -1.6032
H 2.3121 2.3270 -0.0240
H 1.3060 2.5802 -1.4261
H 0.7727 1.5927 -0.1315
H 1.2713 0.2952 -1.6367
C -1.7278 1.2210 -0.7918
O -0.7169 1.3169 -1.7480
H -1.7109 0.2994 -0.2099
H -1.6344 1.9553 0.0083
H -2.7049 1.4404 -1.2223
H -0.2691 0.4686 -1.7099
C -1.5694 -2.4897 0.0682
O -1.1138 -1.7619 -0.9742
H -0.8551 -3.0164 0.7010
H -2.1878 -1.9655 0.7968
H -2.2211 -3.2602 -0.3440
H -0.8024 -0.9593 -0.5493
N 0.5336 -0.1784 0.4769
C 1.7905 -0.2342 0.9666
C 1.6785 0.1037 2.2959
C 0.3064 0.4185 2.6012
C -0.4075 0.1236 1.4276
H 0.2654 -0.4231 -0.4655
H 2.5900 -0.5134 0.2963
H 2.5323 0.2666 2.9368
H -0.1753 0.5444 3.5595
H -1.4603 0.2564 1.2270
```

Results
Net charge   +2
E   -846.194689 hartree
LUMO level   -13.287 eV


4.
# C7H17IN2O2P

A gas-phase ion, C7H17IN2O2P (charge +1) in a non-equilibrium geometry (wB97M-V/def2-TZVPD, OMol25).

```
30
C7H17IN2O2P wB97M-V/def2-TZVPD
C -0.3897 2.1440 1.5937
N -0.1382 1.2609 0.5386
P -1.4204 0.7095 -0.4444
C -1.9540 2.3093 -1.2388
I -4.2603 0.0322 0.4704
N -0.6087 0.0852 -1.7244
C 0.4698 -0.8866 -1.5196
C 0.8282 -1.0289 0.0427
C 2.2736 -1.6961 0.2154
O 3.1099 -0.8923 -0.5066
C -0.1518 -2.0426 0.6451
O -1.5231 -1.4043 0.6483
C 0.9393 0.2331 0.7503
H 0.4991 2.9291 1.4956
H -1.2851 2.7824 1.4863
H -0.2560 1.7543 2.6169
H -1.3023 2.2449 -2.1028
H -1.7073 3.1916 -0.6303
H -3.0229 2.2907 -1.2935
H -1.1765 -0.0666 -2.5128
H 1.4266 -0.5426 -2.0371
H 0.0810 -1.7525 -2.0145
H 2.1752 -2.6743 -0.1365
H 2.6053 -1.6410 1.2702
H 4.0657 -0.8550 -0.4213
H 0.0815 -2.3509 1.6764
H -0.2370 -2.7875 -0.1726
H -2.0551 -2.0508 0.9942
H 1.0791 -0.0319 1.8067
H 1.8540 0.7367 0.5046
```

Results
Net charge   +1
Relative energy (zero: lowest compared OMol25 entry of this formula, charge and spin)   0.4490 eV
E   -1175.636635 hartree
LUMO level (spin up / spin down)   -5.596 / -5.597 eV


5.
# C7H17N

C7H17N in the gas phase (wB97M-V/def2-TZVPD, OMol25).

```
25
C7H17N wB97M-V/def2-TZVPD
C 2.4950 1.6646 -2.7954
C 1.1341 1.9989 -2.1919
C 0.3459 0.7594 -1.7628
C 0.3661 0.5782 -0.2382
N -0.2805 -0.6388 0.1792
C -0.4553 -0.7406 1.6070
C -1.3199 -1.9331 2.0170
C -2.2346 -1.6611 3.1956
H 2.9987 2.5698 -3.1260
H 3.1308 1.2177 -2.0261
H 2.4602 0.9765 -3.6325
H 1.2874 2.6606 -1.3458
H 0.5345 2.5696 -2.9024
H -0.7017 0.8074 -2.0878
H 0.7451 -0.1564 -2.1959
H 1.4163 0.5849 0.0600
H -0.0660 1.4836 0.2153
H -1.1837 -0.7279 -0.2739
H 0.5322 -0.7666 2.0772
H -0.8755 0.1750 2.0516
H -1.9179 -2.2083 1.1430
H -0.6831 -2.7990 2.1751
H -1.7119 -1.2375 4.0544
H -2.9666 -0.8907 2.9362
H -2.6882 -2.5788 3.5420
```

Results
Relative energy (zero: lowest compared OMol25 entry of this formula, charge and spin)   0.5936 eV
E   -331.649091 hartree
LUMO level   1.172 eV


6.
# C7H17N

2 unconnected molecules or ions with the total composition C7H17N in a non-equilibrium geometry (wB97M-V/def2-TZVPD, OMol25).

```
25
C7H17N wB97M-V/def2-TZVPD
C -1.2506 -4.2871 -2.0191
N -1.5500 -3.0633 -2.3007
C -1.1622 -2.0670 -1.2986
C -1.4510 -0.6675 -1.8039
H -0.7492 -4.5722 -1.0683
H -1.5185 -5.0621 -2.7400
H -1.6926 -2.2837 -0.3303
H -0.0805 -2.1831 -1.0527
H -1.1597 0.0921 -1.0810
H -0.9440 -0.4957 -2.7518
H -2.4989 -0.5667 -2.0091
C 0.9500 -0.1593 1.4121
C 0.5702 1.2569 0.9879
C 1.4427 2.3383 1.6353
C 1.0485 3.7535 1.2143
H 1.9650 -0.4168 1.1121
H 0.2561 -0.9316 1.0018
H 0.9166 -0.2483 2.5156
H -0.4755 1.4598 1.2577
H 0.6614 1.3696 -0.1174
H 1.3962 2.2499 2.7423
H 2.5372 2.1654 1.3682
H 1.6894 4.5165 1.6931
H -0.0314 3.9392 1.4846
H 1.1307 3.8636 0.1480
```

Results
Relative energy (zero: lowest compared OMol25 entry of this formula, charge and spin)   1.3211 eV
E   -331.622353 hartree
LUMO level   1.110 eV